Entry 1:
The following is a DFT calculation (ωB97M-V/def2-TZVPD) of C19H22N8O in the gas phase.

Structure (XYZ):
```
50
Properties=species:S:1:pos:R:3:nbo_charge:R:1
C 0.23 -2.42 2.01 -0.610
C 1.32 -2.50 0.95 -0.395
C 0.74 -2.18 -0.45 -0.402
C 1.83 -2.23 -1.54 -0.438
C 2.93 -1.17 -1.33 0.379
N 4.15 -1.50 -0.94 -0.280
N 4.87 -0.34 -0.97 -0.255
C 6.30 -0.22 -0.83 -0.414
C 4.07 0.73 -1.31 0.721
O 4.42 1.90 -1.56 -0.690
N 2.86 0.18 -1.59 -0.423
C 1.78 0.99 -2.16 -0.235
C 0.65 1.24 -1.23 -0.035
C 0.78 1.31 0.19 -0.204
C -0.33 1.50 1.02 -0.237
C -1.62 1.60 0.48 0.218
N -2.74 1.77 1.31 -0.353
C -2.77 2.45 2.55 -0.019
C -4.06 2.51 3.00 -0.291
C -4.87 1.79 2.07 -0.241
C -4.07 1.29 1.12 0.068
C -4.50 0.20 0.22 0.297
N -3.80 -0.69 -0.43 -0.302
N -4.71 -1.53 -1.02 -0.078
N -5.94 -1.18 -0.82 -0.041
N -5.81 -0.10 -0.06 -0.352
C -1.74 1.55 -0.92 -0.215
C -0.62 1.40 -1.73 -0.194
H -0.65 -3.00 1.78 0.210
H 0.00 -1.37 2.28 0.205
H 0.65 -2.93 2.90 0.207
H 1.75 -3.48 0.92 0.198
H 2.16 -1.79 1.16 0.200
H 0.19 -1.25 -0.38 0.215
H -0.04 -2.89 -0.70 0.210
H 1.42 -2.05 -2.55 0.221
H 2.32 -3.24 -1.56 0.242
H 6.58 0.82 -1.05 0.248
H 6.83 -0.92 -1.49 0.211
H 6.60 -0.42 0.23 0.203
H 2.16 1.99 -2.43 0.268
H 1.40 0.54 -3.09 0.215
H 1.77 1.18 0.67 0.227
H -0.14 1.55 2.09 0.220
H -1.91 2.86 3.03 0.224
H -4.46 2.98 3.87 0.231
H -5.91 1.62 2.22 0.216
H -6.58 0.43 0.29 0.411
H -2.69 1.61 -1.42 0.226
H -0.77 1.41 -2.80 0.213
```

Lowest unoccupied orbital energy in eV: 0.27
Molar mass in g/mol: 378.4
SMILES: CCCCc1nn(C)c(=O)n1Cc1ccc(-n2cccc2-c2nnn[nH]2)cc1
Net charge: 0
Kohn-Sham gap in eV: 8.606

Entry 2:
The following is a DFT calculation (ωB97M-V/def2-TZVPD) of C2H2F2O3S in the gas phase.

Structure (XYZ):
```
10
Properties=species:S:1:pos:R:3:nbo_charge:R:1
C -0.07 0.88 -0.51 -0.021
C -0.69 -0.53 -0.43 0.475
O -0.08 1.68 0.42 -0.185
O -4.23 1.31 -0.29 -0.852
O -2.29 -0.42 -0.62 -0.900
F -0.13 -1.32 -1.34 -0.303
F -4.23 -0.68 1.17 -0.509
S -3.98 -0.10 -0.33 1.844
H 0.40 1.11 -1.60 0.270
H -0.42 -0.99 0.50 0.181
```

Lowest unoccupied orbital energy (spin up / spin down) in eV: 0.29 / -3.58
Molar mass in g/mol: 144.1
Net charge: 0
2S+1: 3
Kohn-Sham gap (spin up / spin down) in eV: 7.860 / 7.642

Entry 3:
The following is a DFT calculation (ωB97M-V/def2-TZVPD) of a molecular structure, C16H15BaN3O3.

Structure (XYZ):
```
38
Properties=species:S:1:pos:R:3:mulliken_charge:R:1
Ba 0.73 0.69 0.41 1.774
O -0.85 0.61 -2.17 -0.589
C -0.57 0.47 -3.38 0.725
O 1.21 -1.34 -1.78 -0.501
C 1.05 -1.39 -2.99 0.355
O 1.68 -2.30 -3.74 -0.319
N 0.25 -0.58 -3.82 0.219
C 1.31 -2.14 -5.14 -0.410
C 0.45 -0.91 -5.23 -0.606
H 0.76 -3.03 -5.44 0.290
H 2.23 -2.04 -5.71 0.305
H -0.51 -1.12 -5.71 0.381
H 0.97 -0.10 -5.75 0.369
C -1.10 1.36 -4.39 -0.239
C -1.42 2.64 -4.07 -0.746
H -1.22 0.97 -5.40 0.307
H -1.24 3.05 -3.08 0.208
H -1.85 3.29 -4.83 0.300
C -2.44 2.68 3.17 -0.595
C -2.07 2.28 4.46 -0.471
C -1.15 1.24 4.61 -0.414
C -0.62 0.61 3.47 0.582
N -0.97 1.03 2.22 -0.522
C -1.88 2.04 2.08 -0.084
C 0.39 -0.48 3.54 0.603
C 0.88 -0.99 4.74 -0.417
C 1.84 -2.01 4.71 -0.468
C 2.29 -2.50 3.48 -0.615
C 1.77 -1.94 2.31 -0.087
N 0.85 -0.94 2.33 -0.477
H -3.17 3.49 3.02 0.383
H -2.48 2.77 5.35 0.449
H -0.82 0.89 5.60 0.301
H -2.14 2.30 1.04 0.427
H 0.51 -0.57 5.68 0.285
H 2.23 -2.41 5.65 0.450
H 3.03 -3.30 3.42 0.390
H 2.06 -2.29 1.32 0.456
```

Lowest unoccupied orbital energy in eV: -6.44
Molar mass in g/mol: 434.6
Net charge: +2
Kohn-Sham gap in eV: 8.766

Entry 4:
The following is a DFT calculation (ωB97M-V/def2-TZVPD) of C4H6N2S in the gas phase.

Structure (XYZ):
```
13
Properties=species:S:1:pos:R:3:nbo_charge:R:1
N 0.49 2.01 -0.44 -0.818
C 0.62 0.78 0.34 -0.140
C 1.93 0.04 0.18 -0.232
C 1.66 -1.23 -0.09 -0.027
N 0.24 -1.42 -0.18 -0.569
C -0.45 -0.30 0.03 0.142
S -2.11 -0.12 0.06 -0.177
H 1.05 2.73 0.04 0.359
H -0.47 2.37 -0.44 0.385
H 0.59 0.95 1.53 0.207
H 2.86 0.56 0.28 0.229
H 2.22 -2.14 -0.25 0.219
H -0.12 -2.32 -0.49 0.422
```

Lowest unoccupied orbital energy in eV: 0.32
Molar mass in g/mol: 114.2
SMILES: N[C@@H]1C=CNC1=S
Net charge: 0
Kohn-Sham gap in eV: 8.664

Entry 5:
The following is a DFT calculation (ωB97M-V/def2-TZVPD) of a molecular structure, C25H41ClFKMgN2NaO16PS2.

Structure (XYZ):
```
92
Properties=species:S:1:pos:R:3:mulliken_charge:R:1
O -0.02 -0.81 3.14 -0.409
P 1.04 0.27 2.77 0.200
C 1.82 0.01 1.05 -0.216
C 2.54 1.42 0.63 -0.561
C 3.35 1.18 -0.77 -0.657
S 2.89 -0.41 -1.65 0.972
O 3.18 -0.21 -3.15 -0.480
O 3.86 -1.48 -1.08 -0.636
O 1.32 -0.97 -1.31 -0.383
C 0.75 -0.35 -0.12 -0.297
N -0.03 0.87 -0.61 -0.464
C -1.16 0.95 0.12 0.217
S -2.52 1.48 0.97 -0.024
H 2.13 0.11 3.73 -0.153
H 0.57 1.64 2.98 0.227
H 2.57 -0.88 1.16 0.455
H 3.26 1.69 1.52 0.310
H 1.79 2.32 0.59 0.350
H 3.10 2.08 -1.48 0.334
H 4.49 1.22 -0.51 0.413
H -0.01 -1.12 0.32 0.432
O 5.42 -0.24 -5.08 -0.928
H 4.70 -0.70 -4.70 0.126
K 3.03 0.27 5.23 0.965
Na 0.96 -2.24 -3.20 0.959
C -2.31 3.83 -6.15 -0.913
O -2.74 4.29 -4.87 0.158
C -3.77 3.45 -4.32 -0.664
C -3.22 2.51 -3.26 -0.444
O -2.33 1.54 -3.84 -0.380
C -0.96 1.87 -3.63 0.181
H -1.38 4.36 -6.41 0.255
H -2.10 2.76 -6.16 0.348
H -3.06 4.07 -6.91 0.358
H -4.29 2.90 -5.11 0.354
H -4.50 4.12 -3.85 0.402
H -4.05 1.95 -2.82 0.416
H -2.71 3.06 -2.46 0.250
H -0.69 1.67 -2.59 -0.210
H -0.75 2.91 -3.88 0.156
H -0.36 1.22 -4.28 0.231
C -4.51 -2.22 3.57 -1.565
C -3.12 -1.78 4.02 0.915
C -2.37 -2.86 4.84 -0.343
O -2.82 -3.01 6.18 -0.415
C -4.00 -3.79 6.33 -0.621
N -3.24 -0.52 4.77 -0.622
H -5.25 -2.18 4.37 0.276
H -4.87 -1.56 2.77 0.314
H -4.50 -3.24 3.17 0.356
H -2.53 -1.59 3.12 -0.013
H -1.32 -2.56 4.91 -0.108
H -2.38 -3.83 4.32 0.466
H -4.04 -4.61 5.60 0.294
H -4.88 -3.16 6.25 0.179
H -4.00 -4.23 7.33 0.259
H -2.30 -0.18 4.98 0.215
H -3.63 -0.75 5.71 0.233
C 2.37 -4.69 4.45 -0.835
C 3.84 -4.39 4.50 0.840
O 4.26 -3.27 4.77 -0.589
C 4.79 -5.52 4.21 -0.810
H 1.80 -3.78 4.68 0.176
H 2.09 -5.03 3.45 0.194
H 2.11 -5.45 5.19 0.363
H 4.62 -5.90 3.20 -0.007
H 4.64 -6.32 4.95 0.357
H 5.82 -5.16 4.29 0.312
C -1.12 7.33 -4.42 -0.073
C -0.46 7.45 -5.60 -0.013
C -0.66 8.82 -6.26 0.489
O -0.09 9.17 -7.30 -0.615
C -1.58 9.78 -5.62 -0.681
C -2.24 9.65 -4.45 0.156
C -1.97 8.33 -3.73 0.339
O -2.41 8.03 -2.62 -0.772
O -3.03 10.48 -3.90 -0.740
O 0.25 6.60 -6.18 -0.655
H -1.03 6.40 -3.87 0.779
H -1.71 10.69 -6.19 0.414
Mg -3.16 6.60 -4.06 1.038
C 4.12 -6.28 -0.39 -0.397
C 4.46 -7.62 0.15 0.308
O 3.47 -7.85 1.13 -0.287
C 2.38 -7.16 0.70 0.638
O 1.26 -7.32 1.12 -0.537
O 2.70 -6.26 -0.28 -0.280
F 5.67 -7.61 0.77 -0.275
H 4.54 -5.46 0.21 0.271
H 4.43 -6.15 -1.43 0.281
H 4.44 -8.43 -0.59 0.292
Cl -4.60 -0.23 6.92 -0.752
```

Lowest unoccupied orbital energy in eV: -3.43
Molar mass in g/mol: 861.6
Net charge: 0
Kohn-Sham gap in eV: 1.963

Entry 6:
The following is a DFT calculation (ωB97M-V/def2-TZVPD) of a molecular structure, C23H23B2F4InN6O6.

Structure (XYZ):
```
65
Properties=species:S:1:pos:R:3:nbo_charge:R:1
In 1.52 -0.27 0.31 1.830
C 4.12 -0.54 -3.30 -0.708
C 3.32 -0.18 -2.11 0.373
N 2.71 -1.03 -1.36 -0.277
O 2.80 -2.37 -1.68 -0.551
B 3.95 -3.03 -1.26 1.404
F 4.97 -2.32 -0.81 -0.482
F 3.99 -4.32 -1.41 -0.448
O 3.06 -3.07 1.25 -0.173
N 2.96 -1.93 1.72 0.016
C 3.30 -1.42 2.85 0.159
C 4.00 -2.22 3.90 -0.667
C 2.97 0.02 3.03 0.356
N 2.19 0.52 2.16 -0.280
O 1.87 1.85 2.18 -0.540
B 2.85 2.72 1.41 1.252
F 4.12 2.18 1.56 -0.541
F 2.68 3.99 1.81 -0.491
O 2.52 2.69 -0.09 -0.494
N 2.62 1.45 -0.58 -0.173
C 3.23 1.26 -1.69 0.226
C 3.90 2.33 -2.47 -0.689
C 3.55 0.78 4.16 -0.694
H 3.87 -1.53 -3.67 0.263
H 3.97 0.20 -4.09 0.270
H 5.18 -0.51 -3.03 0.285
H 4.22 -3.22 3.54 0.257
H 4.93 -1.73 4.19 0.260
H 3.37 -2.30 4.79 0.258
H 3.87 3.26 -1.91 0.285
H 4.93 2.07 -2.69 0.254
H 3.39 2.48 -3.43 0.257
H 3.46 0.21 5.09 0.253
H 4.61 0.94 3.97 0.279
H 3.07 1.75 4.26 0.278
O -0.11 -1.65 1.25 -0.657
C -0.96 -1.00 0.61 0.793
N -2.30 -1.09 0.63 -0.601
C -2.87 -0.14 -0.32 -0.072
C -1.59 0.55 -0.88 0.708
O -1.57 1.42 -1.71 -0.539
N -0.53 -0.03 -0.24 -0.786
C -3.90 0.81 0.26 0.199
C -4.20 2.03 -0.42 -0.161
C -5.16 2.87 0.09 -0.211
C -5.84 2.52 1.26 -0.045
C -5.56 1.32 1.93 -0.176
C -4.61 0.47 1.43 -0.213
C -3.84 -0.73 -1.34 0.035
C -4.71 -1.76 -0.94 -0.176
C -5.60 -2.30 -1.84 -0.195
C -5.66 -1.80 -3.14 -0.077
C -4.82 -0.76 -3.54 -0.211
C -3.92 -0.21 -2.65 -0.119
H -2.76 -1.89 1.02 0.439
H -3.65 2.29 -1.31 0.262
H -5.37 3.81 -0.40 0.255
H -6.60 3.19 1.65 0.247
H -6.08 1.08 2.84 0.252
H -4.38 -0.45 1.96 0.230
H -4.69 -2.14 0.08 0.217
H -6.26 -3.11 -1.54 0.250
H -6.36 -2.22 -3.84 0.247
H -4.87 -0.39 -4.55 0.249
H -3.27 0.59 -2.95 0.249
```

Lowest unoccupied orbital energy (spin up / spin down) in eV: -9.49 / -7.48
Molar mass in g/mol: 691.9
Net charge: +2
Kohn-Sham gap (spin up / spin down) in eV: 5.477 / 7.449

Entry 7:
The following is a DFT calculation (ωB97M-V/def2-TZVPD) of 2 unconnected molecules or ions with the total composition C5H7NO.

Structure (XYZ):
```
14
Properties=species:S:1:pos:R:3:nbo_charge:R:1
H -1.20 -0.50 -0.44 0.349
N -0.21 -0.67 -0.65 -0.608
C 0.51 0.27 -0.21 0.152
C 0.06 1.49 0.55 -0.563
C -1.38 1.47 0.84 -0.024
C -2.56 1.37 1.04 -0.222
H 1.60 0.19 -0.38 0.184
H 0.63 1.55 1.49 0.253
H 0.32 2.39 -0.02 0.257
H -3.61 1.30 1.22 0.242
C 1.54 -2.64 -0.21 0.297
O 2.49 -2.44 -0.93 -0.533
H 0.69 -3.28 -0.49 0.118
H 1.49 -2.21 0.81 0.098
```

Lowest unoccupied orbital energy in eV: 0.83
Molar mass in g/mol: 97.1
SMILES: [H]/N=C\CC#C.C=O
Net charge: 0
Kohn-Sham gap in eV: 10.523

Entry 8:
The following is a DFT calculation (ωB97M-V/def2-TZVPD) of 12 unconnected molecules or ions with the total composition C44H68Br4O5.

Structure (XYZ):
```
121
Properties=species:S:1:pos:R:3:mulliken_charge:R:1
C -2.07 -2.75 -4.38 -0.469
C -1.28 -3.81 -3.87 -0.265
C -1.45 -5.13 -4.33 -0.586
C -2.41 -5.40 -5.26 -0.227
C -3.22 -4.40 -5.76 -0.527
C -3.01 -3.08 -5.34 -0.272
H -1.86 -1.71 -4.18 0.457
H -0.55 -3.50 -3.15 0.434
H -0.74 -5.89 -4.06 0.395
H -2.41 -6.36 -5.75 0.357
H -4.09 -4.58 -6.37 0.357
H -3.51 -2.25 -5.83 0.348
C 2.04 4.17 -5.36 -0.487
C 1.93 3.01 -4.64 -0.331
C 0.85 2.12 -4.89 -0.455
C -0.17 2.48 -5.81 -0.304
C -0.07 3.67 -6.47 -0.522
C 1.03 4.43 -6.32 -0.350
H 2.83 4.89 -5.21 0.411
H 2.69 2.64 -3.96 0.447
H 0.76 1.17 -4.38 0.449
H -0.98 1.78 -5.96 0.436
H -0.81 3.92 -7.22 0.401
H 1.07 5.34 -6.90 0.302
C 3.91 -2.74 -4.60 -0.427
C 4.13 -1.86 -3.52 -0.401
C 5.43 -1.54 -3.18 -0.441
C 6.50 -2.02 -3.90 -0.364
C 6.30 -2.87 -4.94 -0.352
C 5.01 -3.18 -5.34 -0.406
H 2.90 -2.94 -4.92 0.425
H 3.33 -1.48 -2.90 0.511
H 5.61 -0.89 -2.34 0.418
H 7.52 -1.78 -3.63 0.352
H 7.19 -3.22 -5.44 0.344
H 4.89 -3.69 -6.29 0.343
C 6.19 -1.16 3.85 -0.433
C 6.28 -1.37 2.46 -0.339
C 6.99 -2.44 1.97 -0.469
C 7.75 -3.20 2.88 -0.321
C 7.69 -3.02 4.26 -0.411
C 6.92 -2.01 4.76 -0.340
H 5.58 -0.32 4.14 0.433
H 5.80 -0.65 1.81 0.455
H 7.05 -2.57 0.90 0.403
H 8.32 -4.03 2.49 0.317
H 8.17 -3.75 4.90 0.356
H 6.87 -1.94 5.84 0.349
C -5.98 0.20 -1.19 -0.648
C -7.30 0.30 -1.64 -0.425
C -8.15 1.20 -1.01 -0.343
C -7.63 1.99 0.07 -0.348
C -6.34 1.76 0.55 -0.373
C -5.53 0.84 -0.09 -0.443
H -5.34 -0.50 -1.70 0.505
H -7.69 -0.27 -2.47 0.409
H -9.18 1.37 -1.29 0.374
H -8.25 2.77 0.49 0.387
H -5.98 2.27 1.44 0.394
H -4.52 0.78 0.27 0.502
Br -2.20 4.46 5.45 -0.160
C -0.53 3.55 5.95 -0.575
C 0.66 4.29 5.29 -0.617
Br 2.35 3.32 5.63 -0.165
H -0.56 2.51 5.64 0.343
H -0.42 3.45 7.03 0.382
H 0.69 5.35 5.56 0.421
H 0.53 4.38 4.21 0.370
Br -7.92 -6.46 0.43 -0.181
C -6.35 -5.36 0.94 -0.612
C -5.50 -5.24 -0.30 -0.556
Br -3.97 -4.13 0.29 -0.168
H -5.92 -5.81 1.84 0.398
H -6.75 -4.40 1.29 0.363
H -6.09 -4.64 -0.99 0.351
H -5.09 -6.12 -0.80 0.402
C -3.10 4.70 -2.54 -0.905
C -3.76 3.52 -3.38 -0.170
O -5.13 3.64 -3.10 -0.510
H -2.95 4.41 -1.50 0.271
H -3.75 5.55 -2.77 0.291
H -2.11 4.82 -2.96 0.295
H -3.33 2.52 -3.26 0.288
H -3.63 3.90 -4.40 0.187
H -5.44 2.97 -2.48 0.260
C -4.43 -0.73 4.85 -1.187
C -3.14 -1.30 5.35 0.050
O -2.93 -0.70 6.61 -0.527
H -4.27 0.30 4.53 0.264
H -5.31 -0.69 5.50 0.329
H -4.80 -1.07 3.88 0.358
H -2.35 -1.00 4.66 0.152
H -3.20 -2.38 5.47 0.281
H -2.07 -0.97 6.93 0.278
C 2.96 -0.88 7.89 -1.075
C 2.10 -1.50 6.84 -0.080
O 1.14 -1.99 7.72 -0.496
H 2.44 -0.07 8.40 0.289
H 3.82 -0.37 7.47 0.292
H 3.37 -1.49 8.70 0.369
H 2.65 -2.20 6.21 0.199
H 1.65 -0.79 6.15 0.195
H 1.55 -2.69 8.22 0.310
C 4.75 4.37 0.11 -1.064
C 3.60 5.28 -0.12 -0.177
O 2.47 4.58 0.18 -0.439
H 4.60 3.79 1.02 0.282
H 5.70 4.85 0.33 0.374
H 5.04 3.66 -0.67 0.239
H 3.58 5.60 -1.17 0.217
H 3.73 6.24 0.37 0.333
H 1.76 5.17 0.44 0.246
C -0.04 0.10 0.33 -0.916
C 1.22 0.27 1.12 -0.289
O 2.22 0.77 0.24 -0.357
H -0.48 1.10 0.30 0.266
H -0.71 -0.55 0.89 0.312
H -0.08 -0.44 -0.62 0.267
H 1.56 -0.75 1.33 0.250
H 1.03 0.79 2.06 0.242
H 2.12 1.71 0.11 0.219
```

Lowest unoccupied orbital energy in eV: 0.08
Molar mass in g/mol: 996.6
SMILES: c1ccccc1.c1ccccc1.c1ccccc1.c1ccccc1.c1ccccc1.BrCCBr.BrCCBr.CCO.CCO.CCO.CCO.CCO
Net charge: 0
Kohn-Sham gap in eV: 9.250

Entry 9:
The following is a DFT calculation (ωB97M-V/def2-TZVPD) of C21H25ClN4O3S in the gas phase.

Structure (XYZ):
```
55
Properties=species:S:1:pos:R:3:nbo_charge:R:1
O -0.47 0.69 -1.01 -0.650
C -0.58 1.89 -0.88 0.721
C -1.22 2.54 0.33 -0.482
C -0.12 2.87 1.36 -0.490
C 1.05 1.91 1.17 0.696
O 1.84 2.11 0.26 -0.645
N 1.16 0.83 1.98 -0.434
C 2.31 -0.03 1.80 -0.319
C 2.00 -1.46 1.36 0.670
O 2.38 -2.41 2.02 -0.629
N 1.33 -1.57 0.20 -0.636
C 1.14 -2.85 -0.45 -0.064
C -0.34 -3.25 -0.52 -0.407
C -0.83 -2.61 -1.81 -0.420
C 0.32 -2.90 -2.78 -0.407
C 1.59 -2.78 -1.93 -0.412
C 0.35 0.59 3.16 -0.250
C -1.12 0.36 2.87 -0.089
C -1.50 -0.48 1.84 -0.138
C -2.83 -0.73 1.56 -0.217
C -3.81 -0.13 2.33 -0.201
C -3.46 0.71 3.37 -0.233
C -2.12 0.95 3.63 -0.029
Cl -1.74 2.02 4.95 -0.003
N -0.11 2.75 -1.82 -0.601
C 0.63 2.32 -2.89 0.218
N 1.14 3.12 -3.77 -0.471
C 1.83 2.43 -4.71 -0.042
C 1.85 1.08 -4.55 -0.477
S 0.95 0.63 -3.14 0.434
H -1.76 3.44 0.05 0.224
H -1.92 1.82 0.75 0.250
H 0.28 3.87 1.15 0.238
H -0.53 2.86 2.37 0.231
H 2.88 -0.09 2.74 0.218
H 2.94 0.44 1.04 0.265
H 1.03 -0.75 -0.30 0.428
H 1.72 -3.57 0.13 0.240
H -0.89 -2.94 0.37 0.210
H -0.41 -4.34 -0.60 0.205
H -1.78 -3.02 -2.15 0.210
H -0.94 -1.53 -1.67 0.219
H 0.33 -2.22 -3.62 0.210
H 0.22 -3.92 -3.16 0.199
H 2.30 -3.57 -2.16 0.216
H 2.08 -1.83 -2.11 0.212
H 0.74 -0.31 3.63 0.243
H 0.46 1.42 3.87 0.222
H -0.73 -0.93 1.23 0.226
H -3.09 -1.38 0.74 0.222
H -4.86 -0.32 2.12 0.221
H -4.22 1.18 3.98 0.230
H -0.14 3.75 -1.68 0.425
H 2.31 2.97 -5.50 0.210
H 2.32 0.34 -5.15 0.239
```

Lowest unoccupied orbital energy in eV: 0.53
Molar mass in g/mol: 449.0
SMILES: O=C(CCC(=O)N(CC(=O)NC1CCCC1)Cc1ccccc1Cl)Nc1nccs1
Net charge: 0
Kohn-Sham gap in eV: 9.186

Entry 10:
The following is a DFT calculation (ωB97M-V/def2-TZVPD) of 2 unconnected molecules or ions with the total composition C5H10BrN.

Structure (XYZ):
```
17
Properties=species:S:1:pos:R:3:nbo_charge:R:1
C 0.00 -0.81 -0.12 0.360
C 0.99 1.34 -0.21 -0.570
C -0.91 0.58 -1.89 -0.618
C 0.06 -1.20 2.44 -0.376
C -0.31 0.48 -0.42 -0.382
N 0.28 -1.82 -0.81 -0.678
Br -1.46 -0.11 3.03 0.019
H 1.25 1.45 0.81 0.212
H 0.68 2.26 -0.61 0.214
H 1.84 0.90 -0.70 0.211
H -0.19 -0.13 -2.38 0.220
H -1.99 0.27 -2.11 0.224
H -0.83 1.55 -2.35 0.206
H 1.06 -0.75 2.69 0.182
H 0.03 -2.28 2.54 0.177
H -1.10 0.95 0.28 0.238
H 0.61 -2.65 -0.20 0.359
```

Lowest unoccupied orbital energy (spin up / spin down) in eV: 0.66 / -1.12
Molar mass in g/mol: 164.0
Net charge: 0
2S+1: 3
Kohn-Sham gap (spin up / spin down) in eV: 7.187 / 9.494